(1)
C4H5NO2 in the gas phase at a distorted geometry. Source: OMol25; level of theory: wB97M-V/def2-TZVPD.

- ΔE to the lowest compared entry with this formula, charge and spin: 226.82 kJ/mol
- DFT total energy: -9811.96398 eV
- Orbital gap: 0.372 hartree
- Maximum force: 7.10 eV/A
- LUMO energy: -0.2 eV
- SMILES: C=CC(=O)NC=O

Geometry as XYZ:
```
12
C4H5NO2 | OMol25 | wB97M-V/def2-TZVPD
C -0.397 -0.517 -1.643
C -1.292 -0.163 -0.571
C -0.888 0.547 0.701
O -1.765 1.246 1.223
N 0.449 0.512 1.166
C 1.583 -0.178 0.567
O 2.658 0.193 0.918
H -0.647 -1.275 -2.352
H 0.424 0.290 -1.535
H -2.152 -0.912 -0.247
H 0.629 1.113 2.058
H 1.398 -0.856 -0.285
```

---

(2)
9 unconnected molecules or ions with the total composition C28H77N5O9 at a distorted geometry. Source: OMol25; level of theory: wB97M-V/def2-TZVPD.

- ΔE to the lowest compared entry with this formula, charge and spin: 0.00 kJ/mol
- DFT total energy: -56159.95702 eV
- Orbital gap: 0.350 hartree
- Maximum force: 3.92 eV/A
- LUMO energy: 0.7 eV
- SMILES: COC[C@H](C)N.COC[C@H](C)N.COC[C@H](C)N.NC(N)=O.CC(C)O.CC(C)O.CC(C)O.CC(C)O.CC(C)O

Geometry as XYZ:
```
119
C28H77N5O9 | OMol25 | wB97M-V/def2-TZVPD
C -6.323 0.942 3.917
O -6.273 0.643 2.526
C -6.320 -0.734 2.271
C -5.583 -1.017 0.977
C -5.956 -2.402 0.433
N -4.137 -0.727 0.962
H -6.750 1.914 3.987
H -5.304 0.806 4.349
H -7.047 0.203 4.326
H -5.864 -1.276 3.091
H -7.334 -1.054 2.155
H -6.032 -0.325 0.293
H -5.455 -2.494 -0.508
H -7.002 -2.465 0.320
H -5.529 -3.229 0.994
H -3.923 0.216 1.322
H -3.619 -1.371 1.498
C 3.595 2.969 -2.256
O 2.732 3.309 -1.104
C 1.731 4.212 -1.429
C 2.051 5.562 -2.047
C 3.028 6.523 -1.254
N 0.812 6.226 -2.402
H 4.140 2.126 -1.888
H 4.107 3.928 -2.372
H 3.047 2.737 -3.160
H 0.985 3.826 -2.135
H 1.210 4.405 -0.447
H 2.497 5.330 -3.019
H 4.008 6.133 -1.256
H 2.820 6.550 -0.206
H 3.104 7.418 -1.799
H 0.174 5.776 -3.068
H 0.396 6.526 -1.558
C -3.531 -1.806 5.144
O -2.972 -1.072 4.068
C -2.240 -0.010 4.669
C -1.454 0.759 3.541
C -0.316 -0.131 2.988
N -1.074 1.994 4.041
H -4.053 -1.170 5.849
H -2.682 -2.321 5.624
H -4.207 -2.552 4.616
H -2.972 0.600 5.223
H -1.568 -0.495 5.371
H -2.226 0.791 2.684
H 0.355 0.502 2.446
H -0.695 -0.882 2.318
H 0.237 -0.602 3.792
H -0.420 2.588 3.593
H -1.946 2.569 4.254
N 0.038 1.337 -0.828
C -0.078 0.092 -1.237
N -1.121 -0.602 -0.718
O 0.831 -0.496 -1.827
H 0.811 1.918 -1.034
H -0.411 1.573 0.035
H -2.025 -0.253 -0.493
H -0.995 -1.609 -0.604
C 3.564 -3.513 2.080
C 2.549 -4.417 1.527
C 1.390 -4.443 2.433
O 2.194 -4.035 0.184
H 4.435 -3.268 1.402
H 3.946 -4.002 3.048
H 3.121 -2.509 2.190
H 3.024 -5.402 1.361
H 0.673 -5.072 1.904
H 1.031 -3.404 2.513
H 1.600 -4.865 3.394
H 2.915 -4.235 -0.444
C -1.637 0.984 -5.278
C -1.036 0.028 -6.347
C 0.326 -0.440 -5.911
O -1.770 -1.158 -6.492
H -2.613 1.353 -5.559
H -1.002 1.920 -5.232
H -1.709 0.527 -4.267
H -0.987 0.452 -7.357
H 0.169 -0.992 -4.928
H 1.038 0.385 -5.773
H 0.658 -1.149 -6.689
H -2.704 -1.066 -6.528
C -0.976 -5.452 -1.928
C -0.261 -4.117 -2.022
C -0.824 -3.191 -3.099
O -0.343 -3.377 -0.785
H -0.534 -6.123 -1.181
H -0.887 -5.887 -2.957
H -2.047 -5.423 -1.675
H 0.807 -4.310 -2.272
H -1.782 -2.739 -2.812
H -0.999 -3.634 -4.064
H -0.165 -2.319 -3.355
H 0.544 -3.499 -0.359
C 2.947 2.847 3.617
C 1.916 3.741 2.842
C 2.714 4.865 2.188
O 1.087 2.973 1.888
H 2.410 2.308 4.384
H 3.655 3.445 4.195
H 3.478 2.268 2.836
H 1.210 4.250 3.498
H 3.175 5.436 2.993
H 1.966 5.494 1.706
H 3.428 4.458 1.556
H 1.775 2.543 1.275
C 3.499 -2.398 -2.508
C 4.055 -1.249 -1.495
C 5.585 -1.213 -1.424
O 3.669 -0.022 -1.969
H 3.876 -2.324 -3.531
H 2.417 -2.342 -2.570
H 3.769 -3.457 -2.237
H 3.728 -1.467 -0.474
H 6.072 -1.989 -0.906
H 5.902 -0.254 -1.003
H 5.961 -1.254 -2.454
H 2.728 -0.171 -2.157
```

---

(3)
CH6N4O2 in the gas phase at a distorted geometry. Source: OMol25; level of theory: wB97M-V/def2-TZVPD.

- ΔE to the lowest compared entry with this formula, charge and spin: 410.29 kJ/mol
- DFT total energy: -11184.75858 eV
- Orbital gap: 0.363 hartree
- Maximum force: 3.21 eV/A
- LUMO energy: 0.9 eV
- SMILES: NC1(N)NONO1

Geometry as XYZ:
```
13
CH6N4O2 | OMol25 | wB97M-V/def2-TZVPD
N 1.022 -0.706 -0.945
C 0.312 -0.093 0.125
N 1.200 0.365 1.137
N -0.553 1.060 -0.446
O -1.924 0.617 -0.198
N -1.857 -0.767 -0.001
O -0.663 -0.977 0.689
H 2.030 -0.532 -0.894
H 0.690 -0.409 -1.856
H 0.909 1.028 1.808
H 1.341 -0.530 1.641
H -0.630 1.977 -0.052
H -1.878 -1.033 -1.007
```

---

(4)
2 unconnected molecules or ions with the total composition C2H6O2. Source: OMol25; level of theory: wB97M-V/def2-TZVPD.

- ΔE to the lowest compared entry with this formula, charge and spin: 19.24 kJ/mol
- DFT total energy: -6266.05537 eV
- Orbital gap: 0.422 hartree
- Maximum force: 0.80 eV/A
- LUMO energy: 0.5 eV
- SMILES: O=CO.C

Geometry as XYZ:
```
10
C2H6O2 | OMol25 | wB97M-V/def2-TZVPD
O -0.932 -0.522 -2.199
C -0.939 -1.438 -1.435
O -0.083 -1.544 -0.395
H -1.707 -2.227 -1.498
H -0.243 -2.414 0.000
C 0.763 1.617 1.103
H 0.568 2.533 0.550
H 0.153 0.793 0.753
H 1.806 1.334 0.970
H 0.614 1.868 2.151
```

---

Question: The highest orbital gap belongs to which entry?
Answer: C2H6O2